115
Properties=species:S:1:pos:R:3 method="wB97M-V/def2-TZVPD" total_energy_ha=-8718.06294 total_charge=-1 lumo_energy_ha=0.071 homo_ev=-4.747
Pt -0.17233 0.79246 0.76416
Te 2.87005 4.52865 -0.19032
C 3.40879 4.82166 -2.21125
C 3.76132 3.74474 -3.01435
C 4.07116 3.97081 -4.34672
N 4.06271 5.17710 -4.92180
C 3.73228 6.20490 -4.13865
C 3.40005 6.08207 -2.79544
C 1.57387 2.94131 -0.45084
P 1.83181 1.25152 -0.08913
C 3.52261 0.93495 0.49556
C 4.48271 0.26436 -0.25152
C 5.77630 0.11776 0.24453
C 6.11486 0.64622 1.48024
C 5.15820 1.32129 2.23128
C 3.87173 1.46130 1.73959
C 1.72685 0.30079 -1.64388
C 1.78732 -1.09603 -1.59045
C 1.70025 -1.85060 -2.74798
C 1.52038 -1.21443 -3.97304
C 1.44491 0.16866 -4.03092
C 1.55256 0.92839 -2.86775
P -0.07409 3.01071 0.16900
C -0.12484 3.99866 1.71252
C 0.12691 3.39859 2.94808
C 0.13146 4.15965 4.10970
C -0.11050 5.52528 4.05267
C -0.35361 6.13122 2.82769
C -0.36392 5.37336 1.66461
C -1.13459 3.95148 -0.96219
C -2.47461 4.17012 -0.63793
C -3.30146 4.85866 -1.51092
C -2.79542 5.33363 -2.71642
C -1.46898 5.10130 -3.05124
C -0.64067 4.39784 -2.18166
H 3.79079 2.73821 -2.61377
H 4.34495 3.13818 -4.98678
H 3.71958 7.18115 -4.61337
H 3.12640 6.96074 -2.22296
H 4.22861 -0.14549 -1.22047
H 6.51765 -0.41069 -0.34203
H 7.12395 0.53662 1.85861
H 5.41746 1.74087 3.19521
H 3.11821 1.97676 2.32828
H 1.90251 -1.58678 -0.62974
H 1.73867 -2.93183 -2.70301
H 1.42021 -1.80600 -4.87440
H 1.28864 0.66446 -4.98173
H 1.48833 2.00929 -2.89761
H 0.29836 2.33027 3.00551
H 0.30820 3.67459 5.06219
H -0.11339 6.11629 4.96063
H -0.54014 7.19687 2.77393
H -0.55406 5.85770 0.71530
H -2.87356 3.79253 0.29788
H -4.34168 5.01594 -1.25639
H -3.43986 5.87700 -3.39715
H -1.07316 5.46115 -3.99307
H 0.39298 4.19563 -2.44120
O -4.16288 1.28805 0.75092
C -3.12861 0.92437 1.28820
O -2.14209 0.41067 0.60619
C -2.99904 0.97537 2.79177
C -4.09392 1.52316 3.47035
C -4.15802 1.56434 4.84792
C -3.09358 1.04709 5.58104
C -1.99821 0.51480 4.93074
C -1.91751 0.45712 3.52641
S -0.43627 -0.30751 2.92898
H -4.90199 1.90670 2.86177
H -5.02140 1.98767 5.34614
H -3.11724 1.05845 6.66503
H -1.16781 0.11685 5.50210
C -3.24002 -1.30558 -1.99975
O -2.30277 -1.79808 -2.98546
C -1.69596 -2.96269 -2.78245
O -1.03565 -3.47127 -3.65086
C -1.75461 -3.60731 -1.40195
C -2.20410 -4.85779 -1.31280
As -1.64360 -6.21405 -0.03044
C -3.15591 -6.29940 1.22657
C -0.36744 -5.21692 1.07652
C -0.04504 -3.92426 1.05150
As -1.04862 -2.48561 0.11349
C -2.64307 -2.66971 1.23807
C 1.13981 -3.51953 1.88970
O 1.68286 -4.25153 2.68097
O 1.54481 -2.28086 1.61993
C 2.61243 -1.75850 2.43015
C 0.23899 -6.23764 2.02709
O -0.35022 -6.54611 3.02478
O 1.30922 -6.94831 1.63153
C 2.03153 -6.56586 0.45738
C -3.00281 -5.38575 -2.48038
O -3.77801 -4.71785 -3.11477
O -2.82362 -6.69890 -2.69091
C -3.56621 -7.23271 -3.79326
H -3.95970 -0.70436 -2.54543
H -2.74028 -0.68541 -1.25801
H -3.76313 -2.13556 -1.52324
H -4.05762 -5.94871 0.72807
H -2.94822 -5.69465 2.10442
H -3.28425 -7.33493 1.52970
H -3.11001 -3.63430 1.06233
H -3.33477 -1.86195 1.00547
H -2.32021 -2.57763 2.27322
H 2.38522 -0.70713 2.56626
H 3.55596 -1.87678 1.89883
H 2.65017 -2.27429 3.38377
H 3.06557 -6.85119 0.62598
H 1.98197 -5.49685 0.27895
H 1.63693 -7.09950 -0.40650
H -3.36427 -8.29933 -3.79186
H -3.23126 -6.77984 -4.72401
H -4.62924 -7.04027 -3.66930

---

109
Properties=species:S:1:pos:R:3 method="wB97M-V/def2-TZVPD" multiplicity=6 total_energy_ha=-3556.25470 total_charge=0 lumo_energy_ha="-0.031 / -0.032" s2=8.76 homo_ev="-6.565 / -6.568"
Sm 0.97258 0.30834 -0.06151
C -1.64646 5.85489 7.80816
O -0.44176 5.31711 7.29797
C -0.52492 4.52018 6.19894
C -1.71729 4.14794 5.58939
C -1.68476 3.31666 4.47515
C -0.48691 2.84474 3.95594
C 0.69810 3.22010 4.59215
C 0.68670 4.05184 5.69388
C -0.44975 1.91852 2.79030
C -0.01846 0.61040 3.05070
C 0.06619 0.02866 4.37339
C 0.35300 -1.28325 4.20699
C 0.47723 -1.50763 2.78369
N 0.23437 -0.35197 2.11762
C 0.85421 -2.72503 2.18730
C 0.95224 -2.95252 0.81173
C 1.47270 -4.16927 0.21503
C 1.49621 -3.97994 -1.12244
C 0.94994 -2.65818 -1.36857
C 0.60474 -2.14449 -2.62454
C 0.94369 -2.94946 -3.83319
C 1.82706 -2.46738 -4.78511
C 2.15156 -3.20136 -5.92292
C 1.56812 -4.44546 -6.11777
O 1.82119 -5.25521 -7.18175
C 2.69656 -4.76578 -8.17857
C 0.65911 -4.93881 -5.18161
C 0.35238 -4.19587 -4.06051
C -0.20007 -1.00589 -2.82715
N -0.51104 -0.06873 -1.89534
C -1.47106 0.74248 -2.43066
C -2.01356 1.87441 -1.81119
C -2.94186 2.71303 -2.62164
C -2.48405 3.35160 -3.77903
C -3.32219 4.13339 -4.54682
C -4.65680 4.29216 -4.17322
O -5.41223 5.07364 -4.99221
C -6.77449 5.24898 -4.65318
C -5.13285 3.66662 -3.02893
C -4.26943 2.88561 -2.26577
C -1.74607 2.29556 -0.49435
C -2.14991 3.56305 0.06795
C -1.64164 3.61681 1.32889
C -0.95759 2.36658 1.55578
N -1.00315 1.61203 0.42033
C -1.78795 0.28519 -3.76498
C -0.99449 -0.78422 -4.01625
N 0.67344 -2.05470 -0.17593
C 1.24970 -3.83322 3.10225
C 0.52319 -5.00779 3.19969
C 0.92886 -6.04489 4.03633
C 2.08296 -5.89850 4.79374
O 2.57258 -6.84793 5.63859
C 1.84952 -8.05728 5.75047
C 2.82401 -4.71945 4.71206
C 2.40850 -3.70514 3.87498
H -1.36193 6.50897 8.62740
H -2.30239 5.06636 8.18704
H -2.17647 6.43422 7.04789
H -2.67033 4.48093 5.97370
H -2.61709 3.01287 4.01490
H 1.64032 2.84367 4.20924
H 1.60631 4.34599 6.18173
H -0.11654 0.55057 5.29862
H 0.44601 -2.03905 4.96962
H 1.78964 -5.04404 0.75898
H 1.84066 -4.67008 -1.87433
H 2.28896 -1.49836 -4.63511
H 2.85629 -2.79301 -6.63228
H 2.73101 -5.52766 -8.95213
H 3.70303 -4.60885 -7.78134
H 2.32665 -3.83120 -8.60858
H 0.19980 -5.90234 -5.35766
H -0.36319 -4.57749 -3.34253
H -1.44858 3.22285 -4.07112
H -2.96638 4.63091 -5.43910
H -7.19473 5.89440 -5.41911
H -6.88267 5.72668 -3.67595
H -7.30864 4.29517 -4.65057
H -6.16378 3.76927 -2.72384
H -4.64665 2.39296 -1.37757
H -2.73900 4.31541 -0.43098
H -1.74008 4.41750 2.04306
H -2.54680 0.70105 -4.40796
H -0.97879 -1.40195 -4.89971
H -0.37803 -5.12510 2.60948
H 0.33674 -6.94669 4.08922
H 2.39501 -8.67029 6.46239
H 1.79486 -8.57881 4.79105
H 0.83694 -7.88246 6.12404
H 3.72394 -4.62459 5.30485
H 2.98699 -2.79134 3.80194
N 1.77993 2.88141 0.13680
C 2.81614 3.21702 -0.84138
C 2.30782 2.91284 -2.23828
N 1.94427 1.49881 -2.35158
H 0.97097 3.49101 0.04464
H 2.12811 2.97861 1.08510
H 3.68904 2.59954 -0.61795
H 3.13104 4.26464 -0.78925
H 3.05336 3.22694 -2.97613
H 1.40582 3.50206 -2.42855
H 2.76400 0.91084 -2.46031
H 1.32290 1.32788 -3.13325
I 3.69498 0.58444 2.01144
C 3.49217 -0.22787 -0.02588
H 4.38521 0.18078 -0.50668
H 3.70327 -1.28661 0.16165

---

Number 1: molecular weight 1399.46 g mol⁻¹. Number 2: molecular weight 1084.23 g mol⁻¹.